Entry 1:
{
  "formula": "C5H8O",
  "method": "ωB97M-V/def2-TZVPD",
  "elements": ["O", "C", "C", "C", "C", "C", "H", "H", "H", "H", "H", "H", "H", "H"],
  "coordinates": [[-1.84, -0.55, 1.21], [-0.25, -1.08, -0.57], [1.74, 0.49, 0.34], [0.38, 0.24, -0.17], [-0.90, 0.76, 0.29], [-1.63, -0.47, -0.08], [1.92, 1.55, 0.57], [2.48, 0.13, -0.38], [-2.50, -0.53, -0.72], [0.02, 1.04, -1.03], [1.87, -0.08, 1.26], [0.00, -1.89, 0.11], [-1.22, 1.70, 0.73], [-0.10, -1.41, -1.60]],
  "mulliken_charge": [-0.60, -0.86, -1.27, 0.79, -0.89, 0.27, 0.35, 0.31, 0.38, 0.09, 0.32, 0.29, 0.50, 0.31],
  "total_charge": 0,
  "gap_ev": 9.8,
  "homo_ev": -8.89
}

***

Entry 2:
{
  "formula": "C5H8O",
  "method": "ωB97M-V/def2-TZVPD",
  "elements": ["O", "C", "C", "C", "C", "C", "H", "H", "H", "H", "H", "H", "H", "H"],
  "coordinates": [[-0.46, -0.71, -1.38], [-1.82, 0.56, 0.31], [0.62, -0.78, 0.69], [0.48, 0.33, -1.15], [-0.51, -0.05, -0.11], [1.65, -0.10, -0.21], [2.01, 0.84, 0.22], [-2.30, 1.09, -0.52], [0.42, 1.17, -1.84], [-2.52, -0.21, 0.66], [0.95, -0.67, 1.72], [0.54, -1.84, 0.45], [-1.66, 1.27, 1.13], [2.52, -0.76, -0.28]],
  "mulliken_charge": [-0.49, -1.13, -0.56, -0.20, 0.59, -0.64, 0.24, 0.33, 0.40, 0.27, 0.35, 0.24, 0.28, 0.32],
  "smiles": "C[C@]12CC[C@H]1O2",
  "total_charge": 0,
  "gap_ev": 10.8,
  "homo_ev": -9.69
}

***

Entry 3:
{
  "formula": "C5H8O",
  "method": "ωB97M-V/def2-TZVPD",
  "elements": ["O", "C", "C", "C", "C", "C", "H", "H", "H", "H", "H", "H", "H", "H"],
  "coordinates": [[0.98, -0.87, 2.05], [1.27, 0.08, -0.18], [-0.09, 0.08, -0.31], [-0.97, 0.97, -1.01], [-2.32, 0.40, -1.31], [1.90, -0.56, 1.03], [-3.09, 0.95, -0.74], [0.44, -0.09, 2.22], [-0.55, -0.65, 0.37], [-2.55, 0.68, -2.35], [2.66, 0.15, 1.41], [1.96, 0.55, -0.89], [-2.49, -0.68, -1.17], [2.43, -1.49, 0.81]],
  "mulliken_charge": [-0.54, -0.22, -0.08, -0.42, -0.78, -0.42, 0.27, 0.33, 0.33, 0.33, 0.26, 0.36, 0.28, 0.31],
  "total_charge": 0,
  "gap_ev": [7.3, 7.6],
  "homo_ev": [-7.87, -8.17]
}

***

Entry 4:
{
  "formula": "C5H8O",
  "method": "ωB97M-V/def2-TZVPD",
  "elements": ["O", "C", "C", "C", "C", "C", "H", "H", "H", "H", "H", "H", "H", "H"],
  "coordinates": [[-0.53, -0.85, -0.34], [-1.71, -0.08, -0.10], [1.66, -0.11, -0.12], [0.24, 0.09, 0.43], [-0.84, 1.17, 0.17], [1.65, -1.63, -0.02], [1.74, 0.36, -1.11], [0.23, -0.19, 1.49], [-0.67, 1.75, -0.75], [-2.40, -0.09, -0.94], [2.44, 0.29, 0.55], [-2.19, -0.49, 0.80], [-1.14, 1.83, 0.99], [1.51, -2.07, -1.03]],
  "mulliken_charge": [-0.39, -0.33, -0.42, 0.08, -0.51, -0.34, 0.25, 0.25, 0.24, 0.26, 0.29, 0.25, 0.27, 0.12],
  "total_charge": 0,
  "gap_ev": [8.5, 8.5],
  "homo_ev": [-8.49, -8.49]
}

***

Entry 5:
{
  "formula": "C5H8O",
  "method": "ωB97M-V/def2-TZVPD",
  "elements": ["O", "C", "C", "C", "C", "C", "H", "H", "H", "H", "H", "H", "H", "H"],
  "coordinates": [[1.42, -0.06, -0.55], [0.77, -1.02, 0.24], [0.51, 0.69, -1.36], [-0.98, 0.67, 0.59], [-0.77, 1.11, -0.68], [-0.12, -0.33, 1.28], [-0.75, -1.07, 1.80], [-1.92, 0.98, 1.06], [1.55, -1.61, 0.73], [0.17, -1.71, -0.39], [0.48, 0.19, 2.02], [-1.71, 0.48, -0.75], [0.24, 0.12, -2.26], [1.09, 1.56, -1.69]],
  "mulliken_charge": [-0.38, -0.54, -0.30, -0.21, -0.56, -0.36, 0.31, 0.42, 0.30, 0.32, 0.25, 0.15, 0.29, 0.30],
  "smiles": "C1=CCOCC1",
  "total_charge": 0,
  "gap_ev": 9.5,
  "homo_ev": -8.54
}

***

Entry 6:
{
  "formula": "C5H8O",
  "method": "ωB97M-V/def2-TZVPD",
  "elements": ["O", "C", "C", "C", "C", "C", "H", "H", "H", "H", "H", "H", "H", "H"],
  "coordinates": [[1.86, -0.82, 0.60], [0.36, 1.09, 0.81], [-1.52, -0.49, 0.10], [-2.28, -1.23, -0.67], [1.77, 0.56, 0.82], [-0.67, 0.30, 0.62], [-1.95, -2.21, -1.01], [1.12, -1.24, 1.05], [0.12, 0.64, -1.85], [2.32, 1.05, 0.00], [-0.39, 0.17, -2.11], [2.26, 0.86, 1.76], [-3.23, -0.86, -1.04], [0.22, 2.17, 0.91]],
  "mulliken_charge": [-0.49, -0.24, 0.47, -0.93, -0.32, -0.22, 0.27, 0.30, -0.03, 0.30, 0.03, 0.28, 0.25, 0.33],
  "smiles": "C=C=C=CCO.[H][H]",
  "total_charge": 0,
  "gap_ev": 9.4,
  "homo_ev": -9.04
}

***

Entry 7:
{
  "formula": "C5H8O",
  "method": "ωB97M-V/def2-TZVPD",
  "elements": ["O", "C", "C", "C", "C", "C", "H", "H", "H", "H", "H", "H", "H", "H"],
  "coordinates": [[-1.52, 0.43, -0.19], [0.77, 0.34, 0.41], [1.28, 0.79, -0.86], [-0.56, 1.07, 0.50], [-1.10, -0.95, -0.36], [0.09, -1.00, 0.58], [1.43, 0.57, 1.26], [-0.94, -1.11, -1.43], [-1.89, -1.62, -0.02], [0.75, 0.58, -1.78], [-0.84, 2.06, 0.83], [0.70, -1.92, 0.52], [2.29, 1.20, -0.96], [-0.44, -0.55, 1.51]],
  "mulliken_charge": [-0.34, 0.44, -1.13, -0.46, -0.46, -0.71, 0.35, 0.29, 0.30, 0.24, 0.41, 0.37, 0.32, 0.36],
  "total_charge": 0,
  "gap_ev": [8.6, 7.5],
  "homo_ev": [-7.53, -6.87]
}

***

Entry 8:
{
  "formula": "C5H8O",
  "method": "ωB97M-V/def2-TZVPD",
  "elements": ["O", "C", "C", "C", "C", "C", "H", "H", "H", "H", "H", "H", "H", "H"],
  "coordinates": [[0.94, 0.30, -1.23], [-1.52, 0.50, -0.66], [0.70, 0.06, 0.88], [-0.15, 0.00, -0.36], [1.85, 0.41, -0.10], [-1.26, -0.98, -0.60], [-1.65, 0.90, -1.66], [0.39, 0.78, 1.63], [-1.69, -1.51, 0.26], [2.36, 1.39, -0.13], [-2.13, 0.97, 0.11], [-1.29, -1.54, -1.52], [2.64, -0.35, -0.08], [0.79, -0.94, 1.33]],
  "mulliken_charge": [-0.47, -0.70, -0.47, 0.79, -0.32, -0.77, 0.23, 0.28, 0.25, 0.24, 0.25, 0.26, 0.20, 0.22],
  "smiles": "C1CC2(CC2)O1",
  "total_charge": 0,
  "gap_ev": 10.2,
  "homo_ev": -9.00
}

***

Entry 9:
{
  "formula": "C5H8O",
  "method": "ωB97M-V/def2-TZVPD",
  "elements": ["O", "C", "C", "C", "C", "C", "H", "H", "H", "H", "H", "H", "H", "H"],
  "coordinates": [[-1.62, 1.34, -0.54], [0.51, 0.36, -0.79], [0.54, -1.51, 0.95], [-0.02, -0.97, -0.27], [-0.60, 1.30, -1.18], [1.16, -0.75, 1.95], [0.01, -1.75, -1.04], [1.08, 0.34, 1.92], [1.72, -1.16, 2.77], [-1.09, -0.82, 0.01], [-0.46, 1.99, -2.03], [1.14, 0.18, -1.66], [1.17, 0.90, -0.10], [0.51, -2.59, 1.03]],
  "mulliken_charge": [-0.43, -0.53, 0.13, -0.37, -0.05, -0.63, 0.42, 0.31, 0.33, 0.36, 0.40, 0.39, 0.29, 0.39],
  "total_charge": 1,
  "gap_ev": [9.1, 5.2],
  "homo_ev": [-14.38, -14.24],
  "multiplicity": 2
}

***

Entry 10:
{
  "formula": "C5H8O2",
  "method": "ωB97M-V/def2-TZVPD",
  "elements": ["O", "O", "C", "C", "C", "C", "C", "H", "H", "H", "H", "H", "H", "H", "H"],
  "coordinates": [[-0.82, 0.93, 0.62], [0.89, -1.02, 0.31], [1.46, 1.32, -0.15], [0.02, 1.10, -0.48], [-0.44, -1.49, 0.38], [-1.45, -0.34, 0.64], [1.01, -0.01, -0.65], [-0.46, -2.21, 1.20], [2.06, 1.95, -0.81], [1.30, -0.35, -1.65], [-1.88, -0.42, 1.64], [-0.70, -2.03, -0.54], [1.70, 1.38, 0.91], [-0.43, 1.58, -1.34], [-2.27, -0.38, -0.09]],
  "mulliken_charge": [-0.39, -0.40, -0.77, -0.04, -0.33, -0.34, -0.08, 0.29, 0.27, 0.35, 0.29, 0.27, 0.25, 0.35, 0.27],
  "smiles": "C1CO[C@@H]2C[C@@H]2O1",
  "total_charge": 0,
  "gap_ev": 10.7,
  "homo_ev": -9.62
}

***

Entry 11:
{
  "formula": "C5H8O2",
  "method": "ωB97M-V/def2-TZVPD",
  "elements": ["O", "O", "C", "C", "C", "C", "C", "H", "H", "H", "H", "H", "H", "H", "H"],
  "coordinates": [[2.19, 1.25, 0.64], [-1.83, 1.50, 2.16], [1.19, -0.17, -1.20], [-0.94, -0.33, 0.00], [0.33, -0.40, 0.82], [0.19, -1.12, -0.53], [1.38, 0.48, 0.19], [-1.78, -0.88, 0.42], [0.36, -0.80, 1.83], [0.80, 0.47, -2.00], [-0.90, 1.56, 1.93], [-1.92, 0.59, 2.47], [2.13, -0.63, -1.52], [0.16, -2.19, -0.67], [-1.23, 0.61, -0.47]],
  "mulliken_charge": [-0.58, -0.65, -0.54, -0.68, -0.40, -0.25, 0.45, 0.39, 0.48, 0.26, 0.33, 0.32, 0.27, 0.38, 0.24],
  "smiles": "O=C1C[C@@H]2C[C@H]12.O",
  "total_charge": 0,
  "gap_ev": 10.5,
  "homo_ev": -9.80
}

***

Entry 12:
{
  "formula": "C5H8O2",
  "method": "ωB97M-V/def2-TZVPD",
  "elements": ["O", "O", "C", "C", "C", "C", "C", "H", "H", "H", "H", "H", "H", "H", "H"],
  "coordinates": [[1.29, 0.77, -1.52], [-0.24, 0.66, 1.49], [-0.70, 0.67, 0.11], [1.18, -0.91, 0.39], [-1.86, -0.24, -0.23], [0.70, 0.29, -0.37], [1.10, 0.43, 1.06], [-2.21, -0.01, -1.24], [1.93, 0.95, 1.53], [0.48, -1.70, 0.70], [-2.71, -0.11, 0.46], [2.18, -1.24, 0.13], [-0.93, 1.71, -0.16], [-1.57, -1.30, -0.21], [1.36, 0.03, -2.14]],
  "mulliken_charge": [-0.53, -0.43, 0.40, -0.91, -1.27, 0.25, 0.01, 0.33, 0.38, 0.19, 0.34, 0.31, 0.31, 0.28, 0.36],
  "total_charge": 0,
  "gap_ev": 10.0,
  "homo_ev": -9.20
}

***

Calculated values (kJ/mol) of energy relative to the best compared isomer or geometry (same formula, charge and spin) for the records, taken in order: 405.7; 249.5; 445.8; 553.1; 335.7; 405.1; 447.8; 221.0; 154.3; 211.0; 187.6; 240.5.